Density functional theory data (ωB97M-V/def2-TZVPD) for a structure of composition C9H28FFeO5S4.

```
48
C9H28FFeO5S4 | the OMol25 dataset | ωB97M-V/def2-TZVPD
Fe -0.016 0.585 -0.001
F 0.826 1.754 -1.246
C -2.314 2.899 -0.049
O -1.649 1.951 0.796
H -3.384 2.924 0.146
H -1.861 3.885 0.060
H -2.140 2.577 -1.069
H -2.054 1.969 1.665
C 3.252 -1.577 -2.068
S 2.488 -1.417 -0.459
O 1.041 -1.138 -0.700
C 2.588 -3.127 -0.018
H 4.193 -2.110 -1.931
H 3.477 -0.603 -2.495
H 2.572 -2.124 -2.720
H 3.645 -3.369 0.097
H 2.169 -3.766 -0.795
H 2.073 -3.268 0.929
C 0.134 -0.401 -3.406
S -1.555 -0.212 -2.899
O -1.529 0.114 -1.434
C -1.803 1.353 -3.714
H 0.466 -1.415 -3.209
H 0.715 0.379 -2.908
H 0.146 -0.274 -4.493
H -1.941 1.188 -4.781
H -0.949 1.996 -3.497
H -2.700 1.807 -3.296
C -2.085 -2.705 -0.113
S -1.414 -2.215 1.453
O -1.004 -0.783 1.294
C -2.935 -2.189 2.373
H -2.863 -2.020 -0.444
H -2.430 -3.736 -0.044
H -1.228 -2.651 -0.786
H -3.433 -3.143 2.191
H -3.551 -1.365 2.015
H -2.717 -2.114 3.434
C 0.579 2.378 3.858
S 1.436 2.461 2.289
O 1.177 1.168 1.577
C 3.100 2.338 2.900
H 0.495 1.339 4.183
H -0.437 2.714 3.649
H 1.069 2.996 4.603
H 3.173 1.656 3.750
H 3.443 3.323 3.217
H 3.731 1.967 2.096
```

Values from the calculation:
net charge: +1
electronic energy: -100464.6421 eV
2S+1: 5
relative energy (zero: lowest compared OMol25 entry of this formula, charge and spin): 0.0 kcal per mole
gap between HOMO and LUMO (alpha / beta): 9.251 / 7.968 eV

Want to see where the charge sits? The natural (NBO) charges in e are: Fe 1.56; F -0.83; C -0.25; O -0.76; H 0.18; H 0.18; H 0.20; H 0.49; C -0.83; S 1.31; O -1.05; C -0.83; H 0.24; H 0.26; H 0.23; H 0.24; H 0.24; H 0.25; C -0.85; S 1.28; O -1.05; C -0.83; H 0.23; H 0.29; H 0.24; H 0.24; H 0.26; H 0.24; C -0.83; S 1.29; O -1.05; C -0.82; H 0.25; H 0.24; H 0.25; H 0.24; H 0.24; H 0.25; C -0.83; S 1.30; O -1.04; C -0.83; H 0.25; H 0.23; H 0.25; H 0.24; H 0.25; H 0.26

Density functional theory data (ωB97M-V/def2-TZVPD) for a cluster of 5 separate species, C9H28O5 in total.

```
42
C9H28O5 | the OMol25 dataset | ωB97M-V/def2-TZVPD
C -7.730 -11.479 5.906
O -8.558 -12.471 5.351
H -7.744 -10.546 5.304
H -8.163 -11.343 6.885
H -6.626 -11.679 6.027
H -8.089 -12.928 4.610
C -9.420 -8.498 4.327
O -8.011 -8.358 4.090
H -9.925 -8.067 3.452
H -9.732 -9.514 4.578
H -9.627 -7.978 5.261
H -7.893 -7.454 3.856
C -6.208 -11.888 2.774
O -6.620 -13.085 3.387
H -6.304 -11.027 3.438
H -5.249 -11.940 2.264
H -6.936 -11.655 1.967
H -5.959 -13.566 3.846
C -9.730 -12.519 9.200
C -9.032 -13.667 8.538
C -8.692 -14.701 9.558
O -9.749 -14.167 7.421
H -10.605 -12.850 9.750
H -10.008 -11.737 8.475
H -9.135 -12.018 9.937
H -8.066 -13.326 8.163
H -8.102 -14.257 10.352
H -8.268 -15.574 9.058
H -9.631 -15.029 10.061
H -9.417 -13.605 6.686
C -6.219 -9.069 7.713
C -6.478 -7.878 8.578
C -7.945 -7.590 8.864
O -5.811 -8.055 9.859
H -6.741 -9.021 6.757
H -6.660 -9.927 8.285
H -5.160 -9.264 7.480
H -6.078 -6.982 8.100
H -8.139 -6.558 9.261
H -8.324 -8.384 9.564
H -8.418 -7.601 7.850
H -4.866 -7.913 9.676
```

Values from the calculation:
net charge: 0
electronic energy: -20022.5792 eV
relative energy (zero: lowest compared OMol25 entry of this formula, charge and spin): 45.8 kcal per mole
structure (SMILES): CC(C)O.CC(C)O.CO.CO.CO
gap between HOMO and LUMO: 10.104 eV

Want to see where the charge sits? The natural (NBO) charges in e are: C -0.26; O -0.77; H 0.17; H 0.18; H 0.16; H 0.51; C -0.26; O -0.74; H 0.17; H 0.20; H 0.16; H 0.46; C -0.26; O -0.75; H 0.18; H 0.18; H 0.19; H 0.48; C -0.63; C 0.09; C -0.62; O -0.74; H 0.21; H 0.20; H 0.20; H 0.14; H 0.21; H 0.22; H 0.20; H 0.50; C -0.64; C 0.09; C -0.62; O -0.73; H 0.22; H 0.21; H 0.21; H 0.15; H 0.22; H 0.22; H 0.20; H 0.46

Density functional theory data (ωB97M-V/def2-TZVPD) for a structure of composition C9H29Br2Cl2FLiMgN4O10P2.

```
61
C9H29Br2Cl2FLiMgN4O10P2 | the OMol25 dataset | ωB97M-V/def2-TZVPD
C -1.216 3.411 -0.298
O -1.549 2.090 0.157
P -1.466 0.917 -0.961
O -2.737 0.903 -1.681
O -1.336 -0.515 -0.276
C -0.439 -0.768 0.818
C -1.124 -1.551 1.941
C -0.257 -1.506 3.182
Br 1.606 -2.255 2.792
O -0.274 1.188 -2.083
P 1.234 0.832 -1.483
O 2.156 0.855 -2.805
Cl 1.819 2.559 -0.334
H -2.094 3.937 -0.686
H -0.879 3.979 0.582
H -0.416 3.460 -1.029
H 0.018 0.115 1.299
H 0.398 -1.336 0.391
H -2.096 -1.064 2.210
H -1.265 -2.614 1.729
H -0.675 -2.196 3.917
H -0.149 -0.495 3.579
H 2.938 0.313 -2.589
N 4.993 2.910 -4.120
H 5.212 3.710 -3.523
H 4.492 2.203 -3.549
H 4.403 3.210 -4.898
H 5.857 2.507 -4.481
C -2.316 0.759 -4.816
N -2.439 0.893 -6.293
O -2.295 2.000 -6.774
O -2.674 -0.117 -6.919
H -2.110 1.733 -4.389
H -3.256 0.369 -4.440
H -1.502 0.067 -4.621
C 5.304 -3.064 -2.153
O 4.459 -2.698 -2.946
N 6.575 -2.571 -2.134
N 5.053 -4.023 -1.197
H 7.279 -2.868 -1.485
H 6.805 -1.871 -2.813
H 4.140 -4.440 -1.188
H 5.741 -4.344 -0.540
Br 3.332 -3.268 0.637
Li 0.767 2.928 1.859
F -3.547 -0.379 1.624
Mg 3.326 -1.574 4.377
C -5.399 -1.453 3.877
C -4.614 -2.182 4.936
O -3.399 -2.234 4.916
C -5.399 -2.856 6.037
H -4.708 -1.020 3.150
H -6.064 -2.149 3.362
H -5.984 -0.653 4.336
H -6.063 -3.610 5.613
H -5.985 -2.115 6.583
H -4.713 -3.342 6.729
Cl 4.387 1.676 -0.932
O -0.318 5.677 2.430
H -1.003 6.205 2.003
H -0.536 5.726 3.368
```

Values from the calculation:
net charge: +1
electronic energy: -228303.2866 eV
gap between HOMO and LUMO: 2.603 eV

Want to see where the charge sits? The natural (NBO) charges in e are: C -0.27; O -0.79; P 2.53; O -1.07; O -0.74; C -0.06; C -0.51; C -0.32; Br -0.17; O -1.05; P 1.45; O -1.00; Cl -0.47; H 0.22; H 0.15; H 0.21; H 0.13; H 0.20; H 0.39; H 0.23; H 0.26; H 0.20; H 0.55; N -0.87; H 0.46; H 0.49; H 0.44; H 0.45; C -0.48; N 0.53; O -0.39; O -0.37; H 0.23; H 0.26; H 0.23; C 0.77; O -0.65; N -0.83; N -0.78; H 0.39; H 0.41; H 0.43; H 0.40; Br -0.46; Li 0.96; F -0.79; Mg 1.09; C -0.76; C 0.62; O -0.60; C -0.72; H 0.31; H 0.23; H 0.22; H 0.23; H 0.23; H 0.22; Cl -0.94; O -0.97; H 0.49; H 0.48

Density functional theory data (ωB97M-V/def2-TZVPD) for a structure of composition C9H33MgN2O11.

```
56
C9H33MgN2O11 | the OMol25 dataset | ωB97M-V/def2-TZVPD
Mg -3.664 3.677 -0.737
N -1.211 1.669 -1.288
O -1.958 2.668 -0.927
O -1.789 0.688 -1.802
O -0.006 1.743 -1.168
C 0.707 -1.538 3.119
C 1.900 -1.277 2.216
C 3.086 -2.086 2.742
C 3.073 -3.527 2.297
C 2.977 -3.625 0.767
C 1.711 -2.974 0.268
N 1.674 -1.626 0.840
O 0.545 -0.910 0.332
C 1.849 -2.827 -1.253
C 0.487 -3.812 0.611
C 2.295 0.202 2.254
H 0.647 -2.596 3.388
H -0.249 -1.275 2.657
H 0.762 -0.958 4.043
H 4.045 -1.637 2.478
H 3.058 -2.086 3.838
H 2.221 -4.045 2.755
H 3.969 -4.033 2.659
H 2.992 -4.701 0.569
H 3.887 -3.185 0.355
H 2.463 -1.975 -1.546
H 2.271 -3.749 -1.657
H 0.883 -2.682 -1.752
H -0.104 -4.092 -0.262
H 0.749 -4.755 1.111
H -0.189 -3.335 1.322
H 1.712 0.794 1.527
H 3.335 0.411 2.015
H 2.026 0.699 3.193
H 0.940 -0.373 -0.366
O -4.343 -0.607 -1.865
H -3.479 -0.146 -1.901
H -4.893 -0.229 -2.561
O 1.143 3.725 0.673
H 0.636 4.225 1.323
H 0.531 3.055 0.303
O -0.363 5.482 -1.830
H -0.458 4.621 -2.263
H 0.397 5.344 -1.221
O -4.655 2.013 -0.135
H -4.883 1.206 -0.634
H -4.759 1.762 0.799
O -2.801 5.473 -0.996
H -1.812 5.574 -1.272
H -3.282 6.211 -1.399
O -0.325 0.002 -4.328
H -0.521 -0.935 -4.212
H -0.999 0.453 -3.808
O -3.985 3.381 -2.717
H -3.374 3.155 -3.436
H -4.871 3.363 -3.115
```

Values from the calculation:
net charge: +1
electronic energy: -40808.3737 eV
gap between HOMO and LUMO: 4.875 eV

Want to see where the charge sits? The natural (NBO) charges in e are: Mg 1.85; N 0.74; O -0.79; O -0.50; O -0.39; C -0.64; C 0.09; C -0.39; C -0.39; C -0.40; C 0.09; N -0.19; O -0.61; C -0.60; C -0.64; C -0.59; H 0.21; H 0.21; H 0.21; H 0.21; H 0.21; H 0.19; H 0.22; H 0.21; H 0.21; H 0.22; H 0.21; H 0.20; H 0.21; H 0.21; H 0.22; H 0.21; H 0.21; H 0.20; H 0.48; O -0.96; H 0.50; H 0.46; O -0.96; H 0.46; H 0.48; O -0.94; H 0.49; H 0.53; O -1.06; H 0.55; H 0.53; O -1.10; H 0.54; H 0.51; O -0.94; H 0.47; H 0.46; O -1.03; H 0.54; H 0.52